# 1
{"formula": "C28H62Cl4O9S3", "method": "wB97M-V/def2-TZVPD", "species": ["C", "S", "O", "C", "H", "H", "H", "H", "H", "H", "C", "S", "O", "C", "H", "H", "H", "H", "H", "H", "C", "S", "O", "C", "H", "H", "H", "H", "H", "H", "C", "C", "O", "C", "H", "H", "H", "H", "H", "H", "C", "C", "O", "C", "H", "H", "H", "H", "H", "H", "C", "C", "O", "C", "H", "H", "H", "H", "H", "H", "C", "C", "O", "C", "H", "H", "H", "H", "H", "H", "C", "C", "O", "C", "H", "H", "H", "H", "H", "H", "C", "C", "O", "C", "H", "H", "H", "H", "H", "H", "Cl", "C", "C", "Cl", "H", "H", "H", "H", "Cl", "C", "C", "Cl", "H", "H", "H", "H"], "positions_angstrom": [[-2.963, 2.613, -2.764], [-3.426, 2.451, -0.930], [-3.650, 3.860, -0.419], [-5.137, 1.799, -1.135], [-2.937, 1.613, -3.196], [-1.938, 2.968, -2.877], [-3.678, 3.312, -3.199], [-5.615, 1.654, -0.166], [-5.178, 0.803, -1.575], [-5.628, 2.449, -1.859], [-0.850, 1.814, 3.749], [-2.269, 1.167, 2.719], [-2.933, 0.187, 3.671], [-3.418, 2.583, 2.673], [-0.429, 2.624, 3.152], [-0.128, 1.028, 3.968], [-1.175, 2.222, 4.706], [-3.713, 2.920, 3.666], [-4.379, 2.285, 2.252], [-2.963, 3.385, 2.092], [5.111, 0.279, -2.315], [4.485, 0.263, -0.610], [3.391, 1.278, -0.459], [3.569, -1.292, -0.739], [4.312, 0.498, -3.024], [5.641, -0.626, -2.611], [5.737, 1.161, -2.450], [3.929, -2.001, -1.485], [2.569, -1.127, -1.140], [3.372, -1.750, 0.231], [-3.628, -2.171, 1.709], [-3.655, -3.035, 0.444], [-4.672, -3.080, -0.305], [-2.524, -4.049, 0.298], [-2.767, -1.503, 1.752], [-3.623, -2.854, 2.558], [-4.483, -1.499, 1.631], [-2.460, -4.545, -0.670], [-2.745, -4.862, 0.990], [-1.634, -3.443, 0.466], [1.904, 3.293, -3.270], [1.531, 2.209, -4.304], [0.983, 1.225, -3.880], [1.681, 2.496, -5.762], [1.265, 4.174, -3.331], [2.934, 3.548, -3.518], [1.884, 2.834, -2.281], [1.174, 3.437, -5.976], [1.150, 1.756, -6.361], [2.738, 2.617, -5.998], [-3.082, -1.542, -3.521], [-1.865, -2.306, -3.891], [-1.882, -3.456, -4.347], [-0.561, -1.534, -3.787], [-2.773, -0.917, -2.683], [-3.908, -2.245, -3.416], [-3.341, -0.829, -4.303], [-0.426, -0.990, -2.852], [-0.599, -0.695, -4.482], [0.347, -2.061, -4.079], [-0.065, 0.963, -0.432], [-0.364, -0.416, 0.113], [-1.167, -1.121, -0.477], [0.310, -0.841, 1.425], [-0.843, 1.245, -1.142], [0.836, 0.820, -1.028], [0.039, 1.706, 0.359], [-0.368, -1.483, 1.988], [0.601, 0.078, 1.935], [1.217, -1.383, 1.158], [1.903, 3.930, 1.026], [0.550, 4.630, 0.944], [-0.046, 5.164, 1.895], [-0.141, 4.394, -0.391], [1.799, 2.873, 1.271], [2.477, 4.402, 1.823], [2.452, 4.142, 0.108], [-0.528, 5.307, -0.843], [-0.938, 3.665, -0.245], [0.491, 3.862, -1.103], [1.672, -3.781, 4.388], [0.241, -3.377, 3.935], [-0.340, -3.867, 2.986], [-0.415, -2.290, 4.747], [2.388, -4.055, 3.614], [1.555, -4.585, 5.115], [2.120, -2.930, 4.901], [-0.436, -2.721, 5.748], [-1.379, -2.097, 4.276], [0.148, -1.357, 4.714], [2.793, 2.620, 3.965], [3.459, 1.411, 2.887], [4.202, 0.318, 3.599], [3.065, -0.865, 4.094], [4.158, 1.875, 2.190], [2.642, 1.036, 2.270], [4.729, 0.702, 4.473], [4.912, -0.115, 2.894], [2.067, -4.368, -2.550], [0.775, -4.374, -1.284], [1.309, -5.236, -0.145], [2.759, -4.606, 0.722], [-0.109, -4.758, -1.793], [0.711, -3.329, -0.978], [1.518, -6.225, -0.553], [0.568, -5.354, 0.646]], "lowdin_charge": [-0.201, 0.799, -0.569, -0.230, 0.030, 0.033, 0.054, 0.049, 0.048, 0.053, -0.221, 0.826, -0.571, -0.244, 0.023, 0.022, 0.063, 0.061, 0.047, 0.037, -0.255, 0.841, -0.568, -0.270, 0.051, 0.059, 0.046, 0.041, 0.048, 0.011, -0.022, -0.429, 0.003, -0.031, 0.029, 0.095, 0.081, 0.076, 0.093, 0.048, -0.014, -0.488, 0.061, -0.015, 0.085, 0.081, 0.047, 0.088, 0.088, 0.088, -0.022, -0.471, 0.038, -0.034, 0.063, 0.095, 0.086, 0.050, 0.069, 0.073, -0.019, -0.460, 0.043, 0.003, 0.053, 0.071, 0.061, 0.067, 0.048, 0.072, -0.047, -0.434, 0.041, -0.023, 0.045, 0.060, 0.083, 0.100, 0.044, 0.035, -0.047, -0.477, 0.040, -0.019, 0.043, 0.086, -0.011, 0.097, 0.072, 0.057, 0.635, -0.717, -0.679, 0.699, 0.071, 0.030, 0.075, 0.075, 0.531, -0.594, -0.630, 0.554, 0.074, 0.045, 0.068, 0.056], "max_force_ev_per_a": 3.67, "charge": 0, "lumo_ev": 0.07}

=====

# 2
{"formula": "C28H64BBrClIN9O8P4S", "method": "wB97M-V/def2-TZVPD", "species": ["C", "C", "B", "O", "N", "C", "C", "O", "Br", "C", "N", "C", "C", "O", "C", "C", "C", "C", "O", "O", "P", "S", "C", "Cl", "P", "C", "O", "N", "C", "C", "C", "I", "H", "H", "H", "H", "H", "H", "H", "H", "H", "H", "H", "H", "H", "H", "H", "H", "H", "H", "H", "H", "H", "H", "H", "H", "H", "H", "H", "H", "O", "P", "N", "C", "C", "N", "C", "C", "N", "C", "C", "H", "H", "H", "H", "H", "H", "H", "H", "H", "H", "H", "H", "H", "H", "H", "H", "H", "H", "O", "P", "N", "C", "C", "N", "C", "C", "N", "C", "C", "H", "H", "H", "H", "H", "H", "H", "H", "H", "H", "H", "H", "H", "H", "H", "H", "H", "H"], "positions_angstrom": [[5.233, 5.345, 0.257], [4.278, 5.523, 1.466], [3.357, 4.286, 1.787], [3.177, 3.909, 3.069], [2.630, 3.547, 0.662], [2.031, 4.375, -0.378], [0.830, 5.163, 0.087], [0.485, 5.326, 1.217], [-0.195, 5.953, -1.365], [2.604, 2.257, 0.612], [3.213, 1.431, 1.542], [2.563, 1.092, 2.803], [1.573, -0.058, 2.773], [0.793, -0.189, 3.685], [4.003, 0.465, 0.799], [4.373, -0.860, 1.470], [5.721, -1.507, 1.114], [5.871, -2.025, -0.307], [5.301, -3.039, -0.638], [6.679, -1.369, -1.215], [5.584, 1.494, 0.516], [6.392, 1.770, 2.290], [3.109, 0.427, -0.564], [4.112, 1.170, -1.929], [2.766, -1.236, -1.375], [1.758, -0.896, -2.886], [1.807, -2.185, -0.375], [2.059, 1.447, -0.390], [0.654, 0.998, -0.285], [-0.352, 1.947, 0.402], [-1.193, 1.203, 1.470], [-1.785, 2.579, -1.108], [4.811, 4.791, -0.581], [6.105, 4.780, 0.585], [5.625, 6.308, -0.050], [3.695, 6.440, 1.360], [4.910, 5.662, 2.340], [4.036, 3.706, 3.467], [2.765, 5.100, -0.728], [1.753, 3.806, -1.261], [3.343, 0.891, 3.538], [2.029, 1.947, 3.204], [1.549, -0.818, 1.963], [4.398, -0.703, 2.546], [3.607, -1.621, 1.311], [5.805, -2.392, 1.738], [6.573, -0.889, 1.396], [7.593, -1.487, -0.928], [6.457, 0.866, -0.381], [5.216, 2.769, 0.076], [0.694, -1.062, -2.709], [1.866, 0.149, -3.168], [2.117, -1.504, -3.707], [1.193, -2.609, -0.989], [0.556, 0.015, 0.173], [0.302, 0.854, -1.300], [0.070, 2.808, 0.910], [-1.225, 0.132, 1.304], [-2.182, 1.632, 1.555], [-0.723, 1.411, 2.430], [-4.609, 2.856, -3.483], [-6.045, 3.058, -3.895], [-6.015, 4.719, -4.325], [-6.760, 5.793, -3.705], [-5.029, 5.130, -5.315], [-6.789, 2.783, -2.370], [-7.836, 3.597, -1.780], [-5.958, 2.214, -1.317], [-7.577, 2.752, -4.674], [-7.899, 1.298, -4.685], [-7.742, 3.224, -6.061], [-7.821, 5.556, -3.607], [-6.730, 6.693, -4.320], [-6.360, 6.056, -2.718], [-5.346, 4.858, -6.332], [-4.059, 4.660, -5.136], [-4.867, 6.206, -5.301], [-7.439, 4.515, -1.332], [-8.345, 3.040, -0.989], [-8.612, 3.854, -2.498], [-5.306, 2.969, -0.858], [-5.337, 1.408, -1.698], [-6.586, 1.781, -0.535], [-7.194, 0.734, -5.302], [-8.905, 1.138, -5.071], [-7.871, 0.889, -3.678], [-6.949, 2.866, -6.722], [-7.775, 4.310, -6.109], [-8.697, 2.876, -6.454], [-1.231, -6.765, 1.836], [0.141, -6.391, 2.329], [1.038, -7.772, 1.854], [1.736, -8.697, 2.722], [0.971, -8.157, 0.451], [-0.195, -6.339, 4.010], [0.629, -6.919, 5.055], [-1.599, -6.380, 4.408], [1.567, -5.412, 2.608], [1.195, -3.999, 2.858], [2.591, -5.379, 1.548], [2.384, -8.182, 3.436], [2.406, -9.338, 2.148], [1.047, -9.348, 3.271], [1.609, -7.512, -0.171], [-0.048, -8.085, 0.062], [1.295, -9.184, 0.296], [0.485, -8.001, 5.139], [0.373, -6.478, 6.023], [1.687, -6.707, 4.912], [-2.009, -7.396, 4.359], [-2.205, -5.735, 3.778], [-1.710, -6.013, 5.430], [0.740, -3.551, 1.967], [2.073, -3.412, 3.138], [0.487, -3.910, 3.679], [2.161, -5.107, 0.580], [3.102, -6.334, 1.451], [3.369, -4.653, 1.791]], "lowdin_charge": [-0.102, -0.100, -0.510, 0.188, 0.186, -0.120, -0.796, 0.075, 0.743, -0.258, -0.061, -0.069, -0.226, 0.085, -0.491, -0.161, -0.118, -0.514, 0.099, 0.045, 0.466, 0.212, -0.723, 0.672, 0.929, -0.245, -0.313, -0.061, -0.225, -0.685, -0.152, 0.972, 0.052, 0.066, 0.084, 0.122, 0.115, 0.126, 0.131, 0.131, 0.137, 0.134, 0.112, 0.113, 0.099, 0.136, 0.073, 0.126, -0.012, -0.048, 0.048, 0.024, 0.047, 0.057, 0.093, 0.046, 0.053, 0.086, 0.050, 0.066, -0.350, 0.688, -0.334, -0.124, -0.129, -0.315, -0.137, -0.151, -0.273, -0.124, -0.125, 0.066, 0.079, 0.080, 0.068, 0.066, 0.078, 0.075, 0.080, 0.070, 0.067, 0.062, 0.080, 0.082, 0.081, 0.073, 0.085, 0.075, 0.083, -0.298, 0.682, -0.334, -0.123, -0.128, -0.319, -0.140, -0.135, -0.268, -0.139, -0.124, 0.065, 0.079, 0.082, 0.065, 0.069, 0.079, 0.077, 0.078, 0.066, 0.087, 0.068, 0.078, 0.069, 0.071, 0.078, 0.077, 0.078, 0.073], "max_force_ev_per_a": 6.46, "charge": 1, "lumo_ev": -4.22}